Record 1
The following is a DFT calculation (ωB97M-V with the def2-TZVPD basis set) of a 14-piece molecular cluster, C43H94F4I2N2O14S14 overall at a distorted geometry.

Computed properties:
total charge = 0
HOMO level = -0.29748 Ha

Last column: Mulliken charge in e.
Cartesian coordinates (Å):
C (7.3744, 2.0424, 1.3333)  -0.017
C (6.2090, 1.7287, 1.1277)  -1.306
C (4.9699, 1.1035, 0.4285)  0.673
C (4.7506, -0.3694, 0.3648)  -0.564
C (5.7093, -1.3994, 1.0365)  0.889
F (4.9106, -2.2875, 1.8160)  -0.308
F (6.6390, -0.8960, 1.9448)  -0.222
C (6.5835, -2.2025, -0.0591)  -0.025
F (6.4104, -3.5863, 0.0067)  -0.136
F (6.3344, -1.6333, -1.3090)  -0.246
C (3.4832, -0.8365, -0.4306)  0.802
C (3.1776, -2.3920, -0.6170)  -0.688
I (1.5063, -3.0446, 0.6389)  0.174
C (2.9921, -2.7991, -2.1877)  -0.159
C (1.7346, -3.7688, -2.4258)  -1.385
I (4.7054, -4.0071, -2.8799)  0.046
C (2.5324, 0.1548, -1.0239)  -0.112
C (1.2015, -0.2877, -1.7934)  0.296
C (-0.0825, 0.5318, -1.3354)  -0.908
C (-0.3019, 0.5636, 0.2423)  -0.203
C (-0.8988, 1.9635, 0.6844)  0.078
O (0.1550, 2.9236, 0.9338)  -0.472
C (2.7669, 1.6676, -0.9347)  0.766
N (2.0670, 2.7505, -1.4261)  -0.370
S (2.8238, 4.2150, -1.0132)  0.294
N (4.1162, 3.5015, -0.1869)  -0.759
C (4.0246, 2.1250, -0.1825)  0.410
H (8.4420, 2.2075, 1.6317)  0.461
H (7.6826, -2.0050, 0.1617)  0.308
H (4.0540, -3.0348, -0.2875)  -0.212
H (2.9566, -1.8734, -2.8240)  0.526
H (1.7814, -4.0711, -3.5265)  0.476
H (1.8358, -4.7418, -1.8502)  0.286
H (0.7425, -3.2608, -2.2789)  0.449
H (0.9541, -1.3721, -1.6222)  -0.695
H (1.4249, -0.1816, -2.9049)  0.384
H (-0.1447, 1.5562, -1.8271)  0.153
H (-0.9762, -0.0393, -1.7595)  0.585
H (0.6295, 0.3912, 0.8573)  0.234
H (-1.0851, -0.2218, 0.4911)  0.300
H (-1.4439, 1.8006, 1.6702)  -0.337
H (-1.5624, 2.3833, -0.1251)  0.329
H (0.8498, 2.5043, 1.4744)  0.250
C (5.7190, -6.6983, 1.0640)  -0.672
S (6.4099, -7.3061, -0.4877)  0.542
O (5.3168, -7.2864, -1.5012)  -0.577
C (6.6124, -9.0151, 0.0538)  -0.980
H (5.4774, -5.6424, 0.9430)  0.005
H (4.8115, -7.2523, 1.3096)  0.347
H (6.4566, -6.8115, 1.8604)  0.346
H (5.6491, -9.4244, 0.3625)  0.301
H (7.3210, -9.0534, 0.8827)  0.346
H (7.0021, -9.5968, -0.7815)  0.331
C (-0.2433, 6.4907, 0.6047)  -0.996
S (-1.7481, 6.1913, 1.5436)  0.766
O (-2.8943, 6.7004, 0.7340)  -0.710
C (-1.4240, 7.4052, 2.8390)  -1.080
H (-0.2593, 5.8509, -0.2784)  0.218
H (-0.1926, 7.5362, 0.2952)  0.458
H (0.6215, 6.2374, 1.2199)  0.337
H (-1.3120, 8.3981, 2.4001)  0.324
H (-0.5174, 7.1278, 3.3793)  0.347
H (-2.2687, 7.4073, 3.5280)  0.334
C (-2.2655, 2.9087, 4.9795)  -0.907
S (-2.8502, 1.2402, 4.6211)  0.427
O (-2.8123, 1.0641, 3.1423)  -0.596
C (-4.5677, 1.5398, 5.0839)  -0.993
H (-1.2072, 2.9648, 4.7239)  0.301
H (-2.8215, 3.6340, 4.3830)  0.223
H (-2.3925, 3.1186, 6.0428)  0.442
H (-4.9796, 2.3509, 4.4811)  0.291
H (-4.6206, 1.7935, 6.1438)  0.411
H (-5.1369, 0.6283, 4.9019)  0.313
C (9.7200, 6.3301, 4.0115)  -0.971
S (9.0999, 4.6783, 3.6379)  0.530
O (9.1546, 4.5056, 2.1560)  -0.609
C (7.3845, 5.0167, 4.0781)  -0.864
H (10.7828, 6.3615, 3.7712)  0.318
H (9.1903, 7.0712, 3.4110)  0.305
H (9.5834, 6.5386, 5.0737)  0.370
H (7.0003, 5.8395, 3.4732)  0.290
H (7.3234, 5.2676, 5.1383)  0.391
H (6.7963, 4.1194, 3.8845)  0.239
C (0.5145, 4.9876, -6.3117)  -0.899
S (0.3260, 4.2248, -4.6889)  0.489
O (0.6682, 5.2598, -3.6623)  -0.529
C (1.7430, 3.1212, -4.8356)  -0.294
H (-0.2569, 5.7505, -6.4251)  0.342
H (1.4990, 5.4509, -6.3928)  0.176
H (0.3898, 4.2293, -7.0864)  0.387
H (2.6508, 3.7029, -5.0087)  0.237
H (1.5782, 2.4251, -5.6599)  0.451
H (1.8411, 2.5629, -3.9044)  -0.317
C (-5.2710, 5.3789, -1.3883)  -0.881
S (-5.4154, 3.8016, -0.5281)  0.559
O (-4.4741, 2.8469, -1.1832)  -0.619
C (-7.0743, 3.4139, -1.1197)  -0.845
H (-4.2812, 5.7902, -1.1880)  0.256
H (-5.3924, 5.2290, -2.4627)  0.342
H (-6.0308, 6.0677, -1.0154)  0.318
H (-7.0836, 3.3858, -2.2113)  0.360
H (-7.7765, 4.1661, -0.7564)  0.151
H (-7.3606, 2.4369, -0.7308)  0.317
C (-11.0393, 4.1007, -1.4444)  -0.874
S (-10.6599, 4.8868, 0.1336)  0.436
O (-9.7472, 3.9723, 0.8797)  -0.515
C (-12.3077, 4.6961, 0.8383)  -0.791
H (-10.1290, 4.0737, -2.0440)  0.287
H (-11.3938, 3.0823, -1.2764)  0.248
H (-11.7995, 4.6828, -1.9675)  0.400
H (-12.5818, 3.6395, 0.8626)  0.166
H (-13.0264, 5.2592, 0.2405)  0.397
H (-12.2952, 5.0907, 1.8544)  0.316
C (10.4065, -4.3286, 3.9857)  -0.911
S (10.2100, -2.5582, 3.6979)  0.505
O (10.4458, -1.8664, 4.9961)  -0.633
C (8.4275, -2.6083, 3.4297)  -0.723
H (11.4538, -4.5262, 4.2147)  0.341
H (9.7862, -4.6398, 4.8278)  0.293
H (10.1234, -4.8775, 3.0861)  0.314
H (7.9304, -3.0269, 4.3065)  0.451
H (8.2079, -3.2132, 2.5478)  0.136
H (8.0764, -1.5938, 3.2669)  0.220
C (-11.1322, -1.0078, 2.2347)  -0.955
S (-11.4330, 0.7148, 2.6770)  0.442
O (-12.2146, 1.3313, 1.5636)  -0.603
C (-9.7232, 1.2564, 2.5006)  -0.757
H (-12.0850, -1.5373, 2.2429)  0.323
H (-10.6942, -1.0648, 1.2371)  0.309
H (-10.4613, -1.4596, 2.9669)  0.361
H (-9.3728, 1.0591, 1.4867)  0.212
H (-9.0972, 0.7312, 3.2244)  0.433
H (-9.6795, 2.3275, 2.6949)  0.214
C (4.6235, 7.3986, -3.5952)  -1.129
S (3.0806, 7.0098, -4.4463)  0.926
O (3.4283, 6.2048, -5.6569)  -0.737
C (2.7437, 8.6940, -4.9976)  -1.152
H (5.0400, 6.4728, -3.1973)  0.301
H (5.3337, 7.8446, -4.2937)  0.381
H (4.4216, 8.0870, -2.7731)  0.370
H (3.5708, 9.0592, -5.6091)  0.349
H (2.6035, 9.3396, -4.1295)  0.366
H (1.8302, 8.6849, -5.5923)  0.308
C (0.2048, -7.4070, -0.9952)  -0.872
S (-1.2346, -6.7008, -1.8239)  0.465
O (-1.4432, -5.3252, -1.2683)  -0.522
C (-2.4464, -7.7811, -1.0416)  -0.978
H (1.0895, -6.8513, -1.3063)  0.252
H (0.0885, -7.3268, 0.0873)  0.294
H (0.3145, -8.4528, -1.2857)  0.361
H (-2.3939, -7.6722, 0.0440)  0.224
H (-2.2535, -8.8135, -1.3254)  0.464
H (-3.4392, -7.4924, -1.3870)  0.339
C (-4.2667, -4.9901, 0.9854)  -0.793
S (-4.2501, -6.3801, 2.1337)  0.541
O (-5.3557, -7.3006, 1.7388)  -0.639
C (-4.8140, -5.4442, 3.5690)  -0.938
H (-3.9791, -5.3538, -0.0010)  0.173
H (-5.2689, -4.5608, 0.9364)  0.366
H (-3.5496, -4.2368, 1.3145)  0.318
H (-5.7818, -4.9865, 3.3580)  0.288
H (-4.0793, -4.6758, 3.8144)  0.334
H (-4.9136, -6.1304, 4.4102)  0.321
C (-1.9911, -11.1897, -4.6151)  -0.985
S (-2.1774, -9.4176, -4.8953)  0.395
O (-1.9222, -8.7303, -3.5947)  -0.428
C (-3.9630, -9.4531, -5.1433)  -0.975
H (-0.9428, -11.3955, -4.3984)  0.315
H (-2.6043, -11.4992, -3.7673)  0.304
H (-2.2880, -11.7336, -5.5130)  0.394
H (-4.4533, -9.8705, -4.2624)  0.307
H (-4.1964, -10.0530, -6.0242)  0.399
H (-4.3089, -8.4314, -5.3003)  0.311

Record 2
The following is a DFT calculation (ωB97M-V with the def2-TZVPD basis set) of C26H71CuN2O11 as an isolated structure at a distorted geometry.

Computed properties:
expectation value of S² = 0.754
total charge = +1
multiplicity = 2
HOMO level (alpha / beta) = -0.41974 / -0.41974 Ha

Last column: Mulliken spin population.
Cartesian coordinates (Å):
Cu (1.3850, 4.4349, 0.4698)  0.000
C (-1.5975, -0.0851, 2.7302)  -0.010
C (-1.8151, 0.4774, 1.2856)  -0.009
O (-0.8343, 1.3534, 0.7557)  0.906
H (-1.3800, 0.6649, 3.4907)  0.000
H (-0.6410, -0.6073, 2.7545)  0.000
H (-2.3091, -0.7074, 3.2728)  0.001
H (-2.7746, 0.9939, 1.3118)  0.064
H (-1.9179, -0.3397, 0.5714)  0.049
C (-1.4937, 6.3918, -1.4961)  0.000
O (-0.3810, 5.5328, -1.8114)  0.000
C (-0.2274, 5.4095, -3.2661)  0.000
C (1.2322, 5.5970, -3.5743)  0.000
N (2.1476, 4.6112, -2.8839)  0.000
C (3.6023, 4.7411, -3.1631)  0.000
C (3.9441, 4.3663, -4.6053)  0.000
O (3.4830, 3.1102, -4.9173)  0.000
C (3.5284, 2.8507, -6.3122)  0.000
H (-2.4579, 6.0231, -1.8460)  0.000
H (-1.2830, 7.4589, -1.5665)  0.000
H (-1.5989, 6.3403, -0.4124)  0.000
H (-0.7021, 6.1536, -3.9056)  0.000
H (-0.4905, 4.3712, -3.4682)  0.000
H (1.5688, 6.5883, -3.2707)  0.000
H (1.3268, 5.4015, -4.6424)  0.000
H (1.9946, 3.8000, -3.4658)  0.000
H (4.2057, 3.9745, -2.6770)  0.000
H (3.9977, 5.6774, -2.7693)  0.000
H (5.0009, 4.1409, -4.7484)  0.000
H (3.5136, 5.1615, -5.2139)  0.000
H (3.2477, 3.5754, -7.0765)  0.000
H (2.7893, 2.0621, -6.4530)  0.000
H (4.5250, 2.4496, -6.4964)  0.000
C (0.8217, 3.8499, 3.9666)  -0.001
O (1.9658, 3.5293, 3.1532)  0.000
C (3.1385, 3.3514, 3.9539)  0.000
C (4.3210, 3.4288, 3.0131)  0.000
N (4.1212, 2.7326, 1.7439)  0.000
C (4.1973, 1.2804, 1.9852)  0.000
C (4.6699, 0.5261, 0.7624)  0.000
O (5.6699, 1.2747, 0.0760)  0.000
C (5.9960, 0.7229, -1.2171)  0.000
H (1.1040, 4.7627, 4.4911)  0.000
H (0.5564, 3.1017, 4.7135)  0.000
H (-0.0170, 3.9882, 3.2842)  0.001
H (3.0170, 2.3836, 4.4405)  0.000
H (3.1669, 4.1279, 4.7183)  0.000
H (5.1686, 3.0091, 3.5549)  0.000
H (4.5492, 4.4796, 2.8345)  0.000
H (4.9676, 2.7918, 1.1961)  0.000
H (3.2348, 0.8744, 2.2964)  0.000
H (4.9698, 1.0991, 2.7324)  0.000
H (3.8505, 0.4560, 0.0469)  0.000
H (4.9842, -0.5058, 0.9191)  0.000
H (6.3501, -0.3044, -1.1312)  0.000
H (6.8570, 1.2711, -1.5993)  0.000
H (5.2318, 0.6386, -1.9898)  0.000
C (-5.8470, -4.5368, 2.9577)  0.000
C (-5.4124, -4.6940, 1.5659)  0.000
O (-5.2500, -6.0382, 1.4078)  0.000
H (-5.0869, -4.9396, 3.6271)  0.000
H (-6.7801, -4.9875, 3.2956)  0.000
H (-5.8230, -3.4744, 3.2006)  0.000
H (-4.4998, -4.1277, 1.3803)  0.000
H (-6.1892, -4.3254, 0.8960)  0.000
H (-4.3298, -6.2740, 1.5468)  0.000
C (-2.2706, -6.3668, -3.3899)  0.000
C (-3.3227, -5.1856, -3.4050)  0.000
O (-4.5469, -5.7368, -2.9185)  0.000
H (-2.7669, -7.2300, -3.8334)  0.000
H (-1.9977, -6.5978, -2.3602)  0.000
H (-1.3568, -6.0251, -3.8759)  0.000
H (-3.4141, -4.8580, -4.4406)  0.000
H (-2.9276, -4.3734, -2.7947)  0.000
H (-4.4949, -6.1336, -2.0458)  0.000
C (1.5880, -2.3999, -2.7269)  0.000
C (0.7872, -1.3208, -3.5711)  0.000
O (1.3446, -0.0720, -3.0859)  0.000
H (2.5580, -2.6874, -3.1326)  0.000
H (0.9201, -3.2410, -2.9126)  0.000
H (1.6026, -2.3137, -1.6404)  0.000
H (-0.2913, -1.4143, -3.4439)  0.000
H (0.8151, -1.5117, -4.6439)  0.000
H (1.0005, 0.0286, -2.1953)  0.000
C (1.3279, -5.0315, 2.4103)  0.000
C (-0.1250, -5.2260, 2.1762)  0.000
O (-0.3831, -6.6320, 2.1950)  0.000
H (1.6429, -5.4996, 3.3429)  0.000
H (1.5867, -3.9732, 2.3785)  0.000
H (1.9435, -5.5552, 1.6789)  0.000
H (-0.4598, -4.8487, 1.2099)  0.000
H (-0.7085, -4.7216, 2.9465)  0.000
H (-0.0767, -7.0977, 2.9766)  0.000
C (-0.7601, -2.4426, 7.1376)  0.000
C (-2.0824, -2.8875, 7.7876)  0.000
O (-1.9026, -4.3109, 8.1315)  0.000
H (-0.8422, -1.4049, 6.8142)  0.000
H (-0.4681, -3.0467, 6.2786)  0.000
H (0.0148, -2.5099, 7.9012)  0.000
H (-2.8024, -2.8838, 6.9692)  0.000
H (-2.5103, -2.2282, 8.5429)  0.000
H (-2.6230, -4.7843, 8.5539)  0.000
C (-4.8344, 1.6018, -3.7415)  0.000
C (-5.7525, 0.7646, -2.9057)  0.000
O (-5.9273, 1.4666, -1.6909)  0.000
H (-5.0170, 1.2328, -4.7508)  0.000
H (-3.7729, 1.4048, -3.5918)  0.000
H (-4.9357, 2.6836, -3.6546)  0.000
H (-5.2258, -0.1134, -2.5318)  0.000
H (-6.7165, 0.4673, -3.3185)  0.000
H (-5.0790, 1.5687, -1.2531)  0.000

> The highest total charge belongs to which entry?

C26H71CuN2O11

> Which of these has the highest total charge?

C26H71CuN2O11

> Among the records above, which one has the highest total charge?

C26H71CuN2O11